118
Properties=species:S:1:pos:R:3 method="wB97M-V/def2-TZVPD" e_above_lowest_ev=8.761 smiles="C#CCC1=C(CC(=O)OC(C)=O)C(=O)C(CCCCN)=C(P(=N)(O)O)C1=O.CCOC(=O)C(F)(F)F.CCOC(=O)C(F)(F)F.CCOC(=O)C(F)(F)F.CCOC(=O)C(F)(F)F.CCOC(=O)C(F)(F)F" e_lumo_ev=-1.815 homo_energy_ha=-0.339 gap_ev=7.398 multiplicity=1
C 5.449 1.646 3.450
C 4.846 1.588 2.269
C 3.752 1.554 1.052
C 2.381 0.818 1.557
C 1.547 1.335 2.624
C 1.895 2.714 3.393
C 1.694 3.900 2.275
O 2.442 4.924 2.361
O 0.703 3.651 1.262
C 0.925 4.502 0.091
C 0.425 6.054 0.158
O 1.515 4.051 -0.937
C 0.199 0.506 3.018
O -0.190 0.420 4.225
C -0.571 -0.173 1.750
C -2.180 -0.264 1.658
C -2.896 1.178 1.410
C -3.078 2.064 2.752
C -2.926 3.648 2.395
N -4.169 4.203 1.719
C 0.266 -0.697 0.692
P -0.347 -1.484 -0.912
N 0.814 -1.780 -1.987
O -1.569 -0.429 -1.571
O -1.077 -2.984 -0.524
C 1.872 -0.587 0.901
O 2.707 -1.504 0.632
H 5.760 1.567 4.564
H 4.186 0.927 0.179
H 3.574 2.638 0.707
H 1.096 2.936 4.214
H 2.952 2.722 3.851
H 1.383 6.678 0.327
H -0.241 6.179 1.098
H -0.142 6.338 -0.808
H -2.648 -0.745 2.614
H -2.538 -0.946 0.783
H -2.339 1.799 0.600
H -3.948 0.959 0.961
H -4.143 1.890 3.195
H -2.316 1.731 3.571
H -2.735 4.203 3.392
H -2.035 3.745 1.648
H -4.423 5.107 2.149
H -4.958 3.569 1.928
H 0.509 -1.241 -2.833
H -1.246 0.483 -1.366
H -1.936 -3.020 -1.017
C -4.452 -6.758 -5.702
C -3.361 -5.713 -5.566
O -3.841 -4.574 -4.835
C -3.824 -4.684 -3.485
O -3.440 -5.662 -2.889
C -4.309 -3.389 -2.838
F -5.416 -2.891 -3.436
F -3.374 -2.411 -2.894
F -4.622 -3.540 -1.532
H -5.349 -6.321 -6.149
H -4.115 -7.589 -6.327
H -4.742 -7.154 -4.726
H -3.073 -5.353 -6.557
H -2.462 -6.126 -5.100
C 1.826 -4.716 -0.520
C 2.864 -5.624 0.111
O 2.757 -6.957 -0.415
C 3.371 -7.179 -1.602
O 3.979 -6.337 -2.220
C 3.221 -8.642 -2.015
F 1.963 -9.108 -1.835
F 4.035 -9.454 -1.300
F 3.520 -8.852 -3.316
H 0.824 -5.136 -0.399
H 1.852 -3.725 -0.064
H 1.998 -4.608 -1.594
H 2.684 -5.695 1.186
H 3.877 -5.232 -0.021
C 5.081 4.499 -1.645
C 6.132 4.043 -0.657
O 7.355 3.710 -1.331
C 8.173 4.749 -1.627
O 7.927 5.902 -1.361
C 9.453 4.249 -2.293
F 9.214 3.317 -3.245
F 10.295 3.677 -1.401
F 10.149 5.237 -2.896
H 4.935 3.748 -2.426
H 4.129 4.672 -1.137
H 5.382 5.423 -2.145
H 5.790 3.133 -0.157
H 6.307 4.792 0.122
C 2.829 7.982 7.640
C 3.866 7.049 8.234
O 3.712 5.721 7.709
C 4.280 5.490 6.501
O 4.885 6.320 5.866
C 4.084 4.032 6.090
F 2.823 3.592 6.312
F 4.903 3.198 6.774
F 4.333 3.819 4.778
H 1.822 7.584 7.795
H 2.892 8.972 8.097
H 2.966 8.088 6.561
H 3.721 6.980 9.315
H 4.883 7.419 8.069
C -9.341 -3.013 -5.326
C -8.792 -3.909 -4.233
O -9.624 -5.068 -4.064
C -9.406 -6.087 -4.930
O -8.576 -6.064 -5.808
C -10.319 -7.267 -4.606
F -11.593 -6.886 -4.357
F -9.901 -7.943 -3.510
F -10.383 -8.169 -5.609
H -10.384 -2.754 -5.122
H -8.756 -2.093 -5.401
H -9.321 -3.516 -6.296
H -8.800 -3.373 -3.281
H -7.755 -4.198 -4.431